[1]
{
  "formula": "C16H14F2N2OPdSTe4",
  "method": "ωB97M-V/def2-TZVPD",
  "multiplicity": 5,
  "gap_ev": [6.3, 5.4],
  "elements": ["Pd", "S", "C", "C", "C", "C", "C", "C", "N", "C", "C", "C", "C", "C", "C", "C", "H", "H", "H", "H", "H", "H", "H", "H", "Te", "Te", "Te", "Te", "F", "C", "F", "H", "C", "C", "N", "O", "H", "H", "H", "H", "H"],
  "positions_angstrom": [[0.02, -0.37, -0.45], [-0.97, 3.44, 2.58], [-1.02, 4.32, 1.08], [-1.46, 5.61, 0.83], [-1.40, 6.07, -0.47], [-0.92, 5.26, -1.50], [-0.49, 3.97, -1.26], [-0.53, 3.50, 0.06], [-0.14, 2.24, 0.46], [-0.32, 2.07, 1.73], [-0.02, 0.79, 2.38], [-0.83, 0.35, 3.43], [-0.63, -0.90, 3.99], [0.36, -1.73, 3.49], [1.18, -1.30, 2.46], [1.01, -0.03, 1.91], [-1.83, 6.24, 1.63], [-1.74, 7.08, -0.69], [-0.90, 5.64, -2.51], [-0.14, 3.32, -2.04], [-1.63, 0.99, 3.79], [-1.27, -1.23, 4.80], [0.50, -2.72, 3.90], [1.97, -1.95, 2.10], [1.40, -2.85, -1.12], [2.70, -4.92, -0.33], [4.37, -1.03, 0.79], [2.45, 0.73, 0.48], [0.71, 0.30, -3.14], [-0.41, -0.11, -2.43], [-1.32, 0.94, -2.56], [-0.84, -0.94, -3.00], [-3.43, 1.28, 0.03], [-3.18, 0.01, 0.81], [-4.04, -0.23, 1.84], [-2.25, -0.74, 0.58], [-4.49, 1.50, -0.08], [-2.95, 1.19, -0.94], [-2.96, 2.11, 0.56], [-4.87, 0.30, 1.96], [-3.93, -1.10, 2.34]],
  "nbo_charge": [0.426, 0.382, -0.146, -0.247, -0.201, -0.211, -0.179, 0.060, -0.463, 0.069, -0.056, -0.212, -0.196, -0.188, -0.241, -0.311, 0.222, 0.219, 0.221, 0.249, 0.221, 0.216, 0.222, 0.243, 0.017, -0.077, -0.067, 0.424, -0.382, 0.253, -0.402, 0.112, -0.727, 0.694, -0.818, -0.655, 0.219, 0.272, 0.235, 0.396, 0.406]
}

---

[2]
{
  "formula": "C16H14FN5OS2",
  "method": "ωB97M-V/def2-TZVPD",
  "multiplicity": 1,
  "gap_ev": 7.9,
  "elements": ["C", "H", "H", "H", "C", "C", "N", "N", "C", "N", "C", "O", "C", "H", "H", "S", "C", "N", "N", "C", "C", "C", "H", "H", "C", "C", "C", "C", "C", "C", "H", "H", "F", "H", "H", "H", "S", "H", "H"],
  "positions_angstrom": [[7.37, 3.24, 2.92], [6.72, 3.45, 3.69], [7.46, 2.05, 2.70], [8.37, 3.72, 2.93], [6.70, 4.02, 1.46], [5.40, 3.36, 1.47], [5.02, 2.69, 0.59], [3.86, 2.15, 0.32], [3.23, 2.53, 1.41], [1.80, 2.26, 1.77], [1.02, 1.36, 1.15], [-0.06, 1.44, 1.54], [1.21, 0.96, -0.24], [0.52, 0.78, -0.86], [2.31, 1.13, -0.60], [1.37, -0.95, 0.42], [-0.36, -1.38, -0.20], [-0.97, -0.61, -0.88], [-2.14, -1.11, -1.49], [-2.65, -2.21, -0.99], [-1.91, -3.06, -0.40], [-0.61, -2.83, 0.29], [-0.06, -3.54, 0.76], [-2.38, -4.10, 0.12], [-3.86, -2.51, -1.87], [-4.88, -1.37, -1.97], [-6.20, -1.34, -2.43], [-6.49, -2.94, -2.69], [-5.74, -3.84, -2.24], [-4.56, -3.69, -1.81], [-3.81, -4.64, -1.73], [-6.10, -4.82, -2.66], [-7.81, -3.03, -3.12], [-6.78, -0.54, -2.67], [-4.45, -0.25, -1.75], [1.57, 2.45, 2.67], [4.15, 3.49, 2.42], [6.62, 4.87, 1.95], [7.39, 3.58, 0.74]],
  "nbo_charge": [-0.588, 0.191, 0.213, 0.212, -0.410, -0.056, -0.277, -0.275, 0.142, -0.598, 0.623, -0.588, -0.444, 0.231, 0.267, 0.087, 0.165, -0.309, -0.151, 0.069, -0.185, -0.156, 0.234, 0.220, -0.053, -0.174, -0.252, 0.496, -0.407, -0.142, 0.209, 0.242, -0.338, 0.230, 0.230, 0.404, 0.450, 0.223, 0.265]
}

---

[3]
{
  "formula": "C16H14N2O2ReSbSe4",
  "method": "ωB97M-V/def2-TZVPD",
  "multiplicity": 2,
  "total_charge": -1,
  "gap_ev": [4.6, 2.5],
  "elements": ["Re", "O", "C", "C", "C", "C", "C", "C", "C", "N", "C", "C", "N", "C", "C", "C", "C", "C", "C", "C", "O", "H", "H", "H", "H", "H", "H", "H", "H", "H", "H", "H", "H", "H", "H", "Se", "Sb", "Se", "Se", "Se"],
  "positions_angstrom": [[-0.59, 0.16, 0.31], [0.10, 0.13, -1.52], [-0.31, 0.79, -2.60], [0.20, 0.37, -3.83], [-0.17, 1.00, -4.99], [-1.05, 2.09, -4.97], [-1.56, 2.51, -3.76], [-1.22, 1.87, -2.56], [-1.80, 2.37, -1.34], [-1.61, 1.87, -0.16], [-2.32, 2.43, 0.98], [-1.47, 2.26, 2.24], [-0.72, 1.00, 2.16], [-0.23, 0.50, 3.25], [0.52, -0.71, 3.38], [0.87, -1.13, 4.69], [1.55, -2.29, 4.90], [1.91, -3.09, 3.80], [1.62, -2.70, 2.52], [0.92, -1.50, 2.28], [0.69, -1.16, 1.03], [0.88, -0.48, -3.82], [0.22, 0.65, -5.94], [-1.34, 2.58, -5.88], [-2.25, 3.34, -3.72], [-2.43, 3.25, -1.42], [-3.25, 1.86, 1.09], [-2.56, 3.48, 0.82], [-2.12, 2.24, 3.11], [-0.77, 3.10, 2.35], [-0.43, 1.04, 4.18], [0.57, -0.51, 5.52], [1.79, -2.60, 5.91], [2.42, -4.03, 3.96], [1.86, -3.32, 1.66], [-0.52, -5.13, 0.44], [-0.57, -3.54, -1.36], [-2.52, -1.12, 0.32], [1.95, -3.06, -2.09], [0.78, -4.70, -3.33]],
  "nbo_charge": [0.967, -0.741, 0.435, -0.284, -0.200, -0.275, -0.159, -0.211, 0.059, -0.417, -0.239, -0.230, -0.464, 0.107, -0.240, -0.152, -0.280, -0.192, -0.271, 0.447, -0.731, 0.221, 0.201, 0.201, 0.196, 0.156, 0.223, 0.180, 0.194, 0.186, 0.160, 0.194, 0.200, 0.203, 0.232, -0.731, 0.868, -0.530, -0.112, -0.172]
}

---

[4]
{
  "formula": "C16H14N2O2S",
  "method": "ωB97M-V/def2-TZVPD",
  "multiplicity": 1,
  "gap_ev": 9.0,
  "elements": ["C", "C", "C", "C", "C", "C", "C", "H", "H", "H", "N", "C", "O", "C", "H", "H", "S", "C", "N", "C", "C", "C", "C", "C", "C", "O", "H", "H", "H", "H", "H", "H", "H", "H", "H"],
  "positions_angstrom": [[1.18, 2.40, 4.00], [1.58, 2.03, 2.61], [1.43, 0.72, 2.15], [1.82, 0.37, 0.86], [2.35, 1.33, 0.01], [2.49, 2.63, 0.47], [2.11, 2.98, 1.75], [2.23, 3.99, 2.09], [2.91, 3.37, -0.20], [2.65, 1.06, -0.99], [1.64, -0.97, 0.49], [1.90, -1.56, -0.70], [2.39, -1.04, -1.67], [1.55, -3.05, -0.72], [1.43, -3.37, -1.76], [2.37, -3.62, -0.28], [0.07, -3.51, 0.24], [-1.09, -2.50, -0.54], [-2.33, -2.39, -0.20], [-2.86, -1.48, -1.09], [-4.14, -0.96, -1.24], [-4.33, -0.05, -2.25], [-3.30, 0.35, -3.10], [-2.02, -0.16, -2.98], [-1.83, -1.07, -1.96], [-0.69, -1.74, -1.60], [-1.21, 0.14, -3.63], [-3.51, 1.07, -3.88], [-5.32, 0.38, -2.39], [-4.93, -1.27, -0.58], [1.23, -1.56, 1.20], [1.01, -0.03, 2.81], [2.06, 2.62, 4.60], [0.55, 3.30, 3.99], [0.63, 1.60, 4.48]],
  "nbo_charge": [-0.629, 0.018, -0.279, 0.240, -0.275, -0.180, -0.240, 0.209, 0.214, 0.251, -0.634, 0.678, -0.594, -0.621, 0.258, 0.254, 0.297, 0.335, -0.480, 0.127, -0.228, -0.214, -0.210, -0.243, 0.226, -0.433, 0.233, 0.218, 0.216, 0.226, 0.406, 0.202, 0.221, 0.221, 0.213]
}

---

[5]
{
  "formula": "C16H14N3O5Pt",
  "method": "ωB97M-V/def2-TZVPD",
  "multiplicity": 3,
  "total_charge": 1,
  "gap_ev": [6.8, 5.0],
  "elements": ["Pt", "O", "C", "O", "C", "O", "C", "C", "O", "O", "H", "H", "H", "H", "H", "N", "C", "C", "C", "C", "C", "C", "N", "C", "C", "C", "C", "N", "C", "C", "H", "H", "H", "H", "H", "H", "H", "H", "H"],
  "positions_angstrom": [[-1.06, -0.21, -2.92], [-2.84, -3.09, -4.48], [-1.89, -2.78, -3.62], [-2.11, -2.36, -2.48], [-0.51, -3.16, -4.15], [0.49, -2.15, -4.02], [0.60, -1.40, -5.28], [-0.72, -0.84, -5.71], [-1.15, -1.06, -6.84], [-1.51, -0.19, -4.81], [-3.72, -2.88, -4.06], [-0.23, -3.97, -3.46], [-0.55, -3.56, -5.16], [1.32, -0.56, -5.12], [0.89, -2.10, -6.03], [-0.35, 1.53, 3.34], [0.36, 2.02, 4.44], [0.00, 2.43, 5.69], [1.02, 2.93, 6.50], [2.36, 2.80, 6.13], [2.75, 2.29, 4.91], [1.76, 1.94, 4.03], [1.82, 1.44, 2.74], [0.55, 1.17, 2.40], [0.14, 0.49, 1.20], [-1.24, 0.20, 1.00], [-1.61, -0.26, -0.29], [-0.63, -0.59, -1.13], [0.71, -0.35, -1.00], [1.12, 0.16, 0.22], [-1.36, 1.51, 3.28], [-1.06, 2.42, 5.99], [0.80, 3.38, 7.47], [3.12, 3.13, 6.84], [3.82, 2.23, 4.62], [-2.05, 0.38, 1.73], [-2.61, -0.55, -0.59], [1.35, -0.75, -1.80], [2.20, 0.38, 0.42]],
  "nbo_charge": [1.075, -0.614, 0.786, -0.648, -0.203, -0.527, -0.193, 0.708, -0.504, -0.729, 0.516, 0.244, 0.232, 0.232, 0.228, -0.513, 0.119, -0.232, -0.175, -0.208, -0.193, 0.095, -0.392, 0.293, 0.034, -0.224, 0.071, -0.490, 0.023, -0.193, 0.422, 0.226, 0.231, 0.230, 0.241, 0.238, 0.251, 0.259, 0.283]
}

---

[6]
{
  "formula": "C16H14NO7Pt",
  "method": "ωB97M-V/def2-TZVPD",
  "multiplicity": 3,
  "total_charge": 1,
  "gap_ev": [7.2, 6.1],
  "elements": ["Pt", "O", "C", "O", "C", "C", "C", "C", "C", "N", "C", "O", "O", "H", "H", "H", "H", "H", "C", "O", "C", "C", "C", "C", "C", "C", "O", "C", "O", "C", "H", "H", "H", "H", "H", "H", "H", "H", "H"],
  "positions_angstrom": [[0.35, 0.75, 1.39], [3.65, 0.62, -1.44], [2.54, 0.76, -0.73], [1.79, -0.17, -0.43], [2.19, 2.21, -0.44], [2.66, 3.23, -1.26], [2.33, 4.57, -1.09], [1.47, 4.82, -0.08], [0.96, 3.75, 0.69], [1.34, 2.50, 0.54], [-0.02, 4.09, 1.87], [-1.13, 3.42, 1.93], [0.32, 4.92, 2.66], [3.70, -0.34, -1.68], [3.29, 2.99, -2.10], [2.78, 5.33, -1.75], [1.14, 5.85, 0.20], [-1.31, 2.99, 1.09], [0.03, -5.80, 1.35], [-0.64, -5.35, 0.22], [-0.86, -4.07, 0.15], [-1.50, -3.59, -1.03], [-1.81, -2.24, -1.16], [-1.43, -1.25, -0.27], [-1.83, 0.07, -0.48], [-3.08, 0.49, -1.20], [-1.25, 1.09, 0.01], [-0.82, -1.76, 0.97], [-0.58, -0.91, 1.99], [-0.57, -3.10, 1.15], [-0.21, -6.88, 1.46], [-0.26, -5.35, 2.31], [1.08, -5.59, 1.07], [-1.72, -4.31, -1.83], [-2.39, -2.00, -2.01], [-3.90, -0.09, -0.67], [-3.08, 0.11, -2.25], [-3.20, 1.57, -1.20], [-0.03, -3.33, 2.08]],
  "nbo_charge": [1.203, -0.621, 0.787, -0.596, 0.068, -0.162, -0.145, -0.178, 0.118, -0.475, 0.756, -0.635, -0.504, 0.525, 0.248, 0.260, 0.271, 0.508, -0.268, -0.443, 0.416, -0.299, -0.088, -0.361, 0.621, -0.699, -0.692, 0.504, -0.755, -0.432, 0.217, 0.194, 0.195, 0.243, 0.216, 0.261, 0.248, 0.248, 0.248]
}